43
Properties=species:S:1:pos:R:3 method="wB97M-V/def2-TZVPD" homo_energy_ev=-7.2 total_charge=0 smiles="CCN(Cc1ccccc1)c1ccc(/C=N/N=C(N)N)cc1" homo_lumo_gap_ha=0.2945
C 3.38425 2.45227 1.36752
C 2.89311 2.60982 -0.07375
N 2.23205 1.43349 -0.58569
C 3.06108 0.41861 -1.19127
C 2.97797 -0.94352 -0.53753
C 2.55161 -1.10229 0.77309
C 2.50547 -2.36009 1.34826
C 2.89047 -3.47374 0.62314
C 3.32128 -3.32352 -0.68416
C 3.36213 -2.06701 -1.25970
C 0.87132 1.25869 -0.49224
C 0.06710 2.10819 0.28128
C -1.29769 1.93439 0.34756
C -1.93318 0.90272 -0.34242
C -3.36423 0.73177 -0.25881
N -3.95925 -0.21263 -0.87532
N -5.28941 -0.31590 -0.89986
C -6.01483 -0.76250 0.04222
N -7.39332 -0.76831 -0.10662
N -5.55017 -1.32289 1.22629
C -1.13417 0.04335 -1.10093
C 0.22724 0.21252 -1.17438
H 4.08047 1.61976 1.44164
H 2.54903 2.26434 2.03774
H 3.89085 3.35883 1.68947
H 3.74947 2.82934 -0.72058
H 2.21289 3.46178 -0.14510
H 2.82309 0.31805 -2.26060
H 4.10012 0.75784 -1.12821
H 2.24254 -0.24171 1.34567
H 2.16584 -2.46938 2.36790
H 2.85259 -4.45506 1.07242
H 3.62167 -4.18765 -1.25856
H 3.69391 -1.95455 -2.28287
H 0.50449 2.91290 0.85093
H -1.88541 2.61112 0.95356
H -3.91163 1.46065 0.35592
H -7.67197 -0.56001 -1.05428
H -7.84613 -1.59302 0.26178
H -6.17361 -1.25067 2.01460
H -4.59039 -1.09642 1.44089
H -1.61408 -0.76041 -1.63687
H 0.79744 -0.47916 -1.77213

=====

46
Properties=species:S:1:pos:R:3 method="wB97M-V/def2-TZVPD" homo_energy_ev=-8.6 total_charge=0 smiles="CC(C)c1nnc(NC(=O)[C@@H]2CCCN2C(=O)Nc2ccccc2)s1" homo_lumo_gap_ha=0.3326
C 5.04360 1.15501 -2.31744
C 5.42529 0.17510 -1.20693
C 6.15937 0.89329 -0.07307
C 4.21223 -0.50333 -0.67947
N 4.01426 -1.76791 -0.69777
N 2.86625 -2.16525 -0.16912
C 2.14329 -1.20242 0.27574
N 0.92327 -1.29399 0.87712
C 0.22962 -2.45166 1.10163
O 0.60671 -3.55936 0.82679
C -1.12763 -2.15573 1.78094
C -1.88858 -3.44778 2.05986
C -2.62951 -3.67720 0.74541
C -3.05480 -2.26677 0.33728
N -2.01470 -1.41468 0.88766
C -1.93641 -0.06113 0.79647
O -1.00467 0.55002 1.31267
N -2.94434 0.53228 0.09195
C -3.11584 1.88681 -0.21871
C -4.26266 2.23747 -0.92912
C -4.49673 3.55453 -1.27268
C -3.59107 4.53893 -0.91399
C -2.45148 4.19166 -0.20961
C -2.20700 2.87601 0.14064
S 2.88088 0.39097 0.05604
H 5.93656 1.62178 -2.72556
H 4.52397 0.63754 -3.12059
H 4.39166 1.93330 -1.92531
H 6.06869 -0.60944 -1.61737
H 7.06664 1.35730 -0.45176
H 6.42969 0.18984 0.71102
H 5.52494 1.66667 0.35577
H 0.44522 -0.41717 1.12879
H -0.93555 -1.56005 2.68066
H -1.20490 -4.26061 2.29171
H -2.58785 -3.30926 2.88463
H -3.47932 -4.34818 0.84698
H -1.93670 -4.08806 0.01207
H -3.11530 -2.16094 -0.75034
H -4.02959 -2.01863 0.78031
H -3.68080 -0.06480 -0.25222
H -4.97225 1.47123 -1.21202
H -5.39002 3.81153 -1.82248
H -3.77421 5.56823 -1.18225
H -1.73960 4.95232 0.07397
H -1.32065 2.61253 0.69169

=====

47
Properties=species:S:1:pos:R:3 method="wB97M-V/def2-TZVPD" homo_energy_ev=-8.4 total_charge=0 smiles="CCOc1nc(S[C@H](C(C)=O)C(=O)Nc2ccccc2)nc(N(C)C)n1" homo_lumo_gap_ha=0.3343
C -2.02656 -3.00369 2.45915
C -2.08968 -1.61721 1.84488
O -0.77172 -1.08026 1.84992
C -0.60868 0.09818 1.29124
N 0.65157 0.52831 1.23478
C 0.80365 1.69119 0.62666
S 2.44816 2.21765 0.34106
C 3.32907 0.66129 0.72698
C 4.64499 0.60375 -0.02921
C 5.70514 -0.17374 0.69159
O 4.76936 1.07870 -1.12788
C 2.55502 -0.59162 0.25231
O 2.61889 -1.61712 0.88165
N 1.99228 -0.42594 -0.97541
C 0.83991 -1.07184 -1.43503
C 0.40054 -2.27736 -0.89805
C -0.78629 -2.82992 -1.34355
C -1.53753 -2.20034 -2.32197
C -1.09334 -1.00509 -2.86267
C 0.08827 -0.44032 -2.42310
N -0.15093 2.46455 0.16443
C -1.39028 1.96165 0.29176
N -2.41032 2.68926 -0.16192
C -3.76667 2.21190 -0.09813
C -2.20564 3.98694 -0.75201
N -1.65343 0.75826 0.82717
H -3.01427 -3.45554 2.45039
H -1.34010 -3.62547 1.89220
H -1.66911 -2.94210 3.48297
H -2.75047 -0.95530 2.41690
H -2.45242 -1.65490 0.81094
H 3.46479 0.57752 1.80493
H 5.28276 -1.11363 1.04364
H 6.54954 -0.36015 0.03367
H 6.04115 0.39184 1.55879
H 2.18689 0.46071 -1.43056
H 0.97786 -2.75486 -0.12414
H -1.12744 -3.76385 -0.92116
H -2.46482 -2.63730 -2.66158
H -1.67261 -0.50526 -3.62520
H 0.42889 0.50064 -2.83330
H -4.37671 2.89446 0.49864
H -4.18952 2.15183 -1.10389
H -3.76776 1.22572 0.35724
H -1.14316 4.21328 -0.73622
H -2.75192 4.74510 -0.18597
H -2.56736 3.99011 -1.78296

=====

50
Properties=species:S:1:pos:R:3 method="wB97M-V/def2-TZVPD" homo_energy_ev=-8.6 total_charge=0 smiles="Cc1ccc(NC(=O)CSc2nc(N)cc(=O)[nH]2)cc1S(=O)(=O)N1CCOCC1" homo_lumo_gap_ha=0.3264
C 2.30312 -2.23571 1.94025
C 1.23895 -1.70839 1.02965
C 0.19865 -2.55275 0.63589
C -0.81383 -2.13817 -0.20308
C -0.82666 -0.82738 -0.67829
N -1.81948 -0.32802 -1.51917
C -2.98465 -0.92494 -1.89332
O -3.26464 -2.09015 -1.72808
C -3.87350 -0.01445 -2.73912
S -4.05288 1.67232 -2.08089
C -4.41045 1.24507 -0.41281
N -4.24173 0.01059 -0.09480
C -4.49288 -0.37453 1.19190
N -4.23560 -1.67775 1.42369
C -4.93104 0.52559 2.13235
C -5.12817 1.89655 1.80202
O -5.51321 2.79981 2.51050
N -4.82177 2.19209 0.43686
C 0.20392 0.02469 -0.29998
C 1.21520 -0.41149 0.53536
S 2.44575 0.87068 0.81390
O 1.76876 2.13148 0.88499
O 3.34644 0.54328 1.88723
N 3.20500 0.81365 -0.68921
C 4.13250 -0.28990 -0.84588
C 5.50850 0.05067 -0.26272
O 6.00623 1.25105 -0.81349
C 5.13212 2.32822 -0.55239
C 3.75336 2.07107 -1.16428
H 1.84570 -2.71751 2.80267
H 2.90042 -2.98740 1.42326
H 2.95372 -1.43924 2.28352
H 0.19329 -3.56841 1.00334
H -1.59653 -2.81762 -0.49576
H -1.72513 0.65674 -1.73656
H -3.44836 0.10099 -3.73730
H -4.86272 -0.46427 -2.81539
H -4.03043 -2.25186 0.62261
H -4.52440 -2.10503 2.28407
H -5.13604 0.22263 3.14479
H -4.94171 3.15427 0.14484
H 0.23634 1.05012 -0.63328
H 4.22202 -0.49842 -1.91733
H 3.70764 -1.15791 -0.34281
H 5.42065 0.14447 0.82830
H 6.23709 -0.72295 -0.51121
H 5.02055 2.46856 0.53307
H 5.59749 3.21156 -0.99256
H 3.82909 2.01225 -2.25494
H 3.05334 2.85586 -0.88043

=====

47
Properties=species:S:1:pos:R:3 method="wB97M-V/def2-TZVPD" homo_energy_ev=-3.1 total_charge=-1 homo_lumo_gap_ha=0.1707
Sr 0.80345 -1.69141 -0.70673
N 5.57564 -1.33629 0.07040
C 4.60966 -1.35723 -0.85241
N 3.43268 -1.38089 -0.26240
C 3.76169 -1.36925 1.05589
N 5.04847 -1.33763 1.31316
C 2.73347 -1.38083 2.14050
C 3.09000 -1.33094 3.47973
N 2.15250 -1.33853 4.42483
C 0.88799 -1.38964 4.03466
C 0.52201 -1.43834 2.68945
N 1.46695 -1.44074 1.75857
H 6.57193 -1.32269 -0.06140
H 4.79292 -1.35957 -1.91385
H 4.12719 -1.28358 3.78015
H 0.11921 -1.39031 4.79777
H -0.51416 -1.47593 2.37154
C -3.40156 -1.50328 0.62942
Si -2.25459 -1.10351 -0.88882
C -3.42314 -1.66696 -2.30371
C -2.51247 0.83150 -0.95343
C -3.82978 1.31623 -0.90211
C -4.13843 2.66405 -0.89634
C -3.10666 3.59388 -0.93876
C -1.80041 3.14190 -0.99762
C -1.46209 1.77871 -1.01662
Si 0.43420 1.32614 -1.10486
C 1.05683 2.59192 -2.42308
C 1.04117 2.28312 0.49161
H -4.43459 -1.16761 0.49001
H -3.02733 -1.01982 1.54028
H -3.42891 -2.58250 0.81886
H -4.43261 -1.26281 -2.17666
H -3.49766 -2.75890 -2.33296
H -3.05253 -1.34229 -3.28077
H -4.65125 0.60616 -0.86072
H -5.17263 2.99047 -0.85504
H -3.32008 4.65770 -0.92814
H -1.00656 3.88201 -1.03001
H 0.74506 3.62292 -2.23631
H 0.70953 2.31526 -3.42405
H 2.15309 2.57669 -2.44849
H 0.72706 3.33178 0.50947
H 2.13706 2.25984 0.55113
H 0.65646 1.81785 1.40798
N 1.66386 -5.34838 -1.31086
C 1.44734 -4.20823 -1.24925

=====

47
Properties=species:S:1:pos:R:3 method="wB97M-V/def2-TZVPD" homo_energy_ev=-9.4 total_charge=0 smiles="C[Si](C)(C)C#Cc1cc(S(C)(=O)=O)cc(S(=O)(=O)c2ccc(CN)s2)c1" homo_lumo_gap_ha=0.3251
C 6.40080 -1.21405 1.87146
Si 4.81359 -1.39150 2.87635
C 4.60536 -0.17541 4.33350
C 4.62632 -3.07036 3.75204
C 3.28840 -1.10146 1.89887
C 2.29763 -0.77051 1.27587
C 1.08146 -0.45719 0.68178
C 0.16471 0.25961 1.38754
C -1.06685 0.53360 0.84605
S -2.09627 1.63790 1.79742
C -3.55328 0.56787 1.79160
O -1.57538 1.74019 3.21077
O -2.65492 2.80968 0.97828
C -1.36465 -0.09029 -0.36010
C -0.44949 -0.70864 -1.09910
S -0.79740 -1.28528 -2.74406
O -1.42321 -2.62681 -2.53860
O 0.56382 -1.31236 -3.43544
C -1.94029 -0.08659 -3.33928
C -2.29349 -0.02386 -4.61832
C -3.22149 1.00610 -5.03341
C -3.52276 1.72758 -3.93222
C -4.41905 2.91106 -3.93148
N -5.67793 2.58972 -3.24282
S -2.71236 1.18846 -2.44752
C 0.82040 -0.89042 -0.62494
H 6.13662 -1.12261 0.81407
H 7.05139 -2.05109 1.92245
H 6.90284 -0.32212 2.09111
H 5.54190 0.25152 4.73103
H 4.21892 -0.74226 5.15009
H 3.93688 0.65768 4.15056
H 5.01688 -4.04971 3.40231
H 3.55820 -3.15355 4.03115
H 5.14790 -2.85549 4.66383
H 0.44294 0.46323 2.34712
H -3.99907 0.64737 0.78266
H -4.32214 0.69506 2.52564
H -3.09331 -0.39582 1.95905
H -2.34945 0.11023 -0.76249
H -1.90779 -0.78282 -5.27958
H -3.66012 1.12790 -6.06909
H -4.64583 3.19900 -4.98522
H -3.89261 3.76393 -3.42286
H -6.08874 1.87015 -3.79894
H -5.44325 2.30301 -2.33130
H 1.55418 -1.38062 -1.27583

=====

40
Properties=species:S:1:pos:R:3 method="wB97M-V/def2-TZVPD" homo_energy_ev=-12.2 total_charge=+1 homo_lumo_gap_ha=0.2788
C 2.42686 1.62423 0.69038
O 1.34780 0.86211 0.05622
C 0.04769 1.17269 0.32489
C -0.87739 0.38892 -0.45159
C -2.21955 0.74849 -0.18148
C -2.63114 1.48146 0.89738
C -1.66004 2.21180 1.65694
O -2.15895 3.13729 2.52009
C -1.24052 4.10915 3.06832
C -0.29791 2.01254 1.38975
H 3.29809 1.06160 0.34434
H 2.45031 2.69754 0.39075
H 2.34847 1.57918 1.78920
H -0.49762 0.10105 -1.45875
H -3.01380 0.31909 -0.80118
H -3.68644 1.54877 1.22510
H -1.85460 4.83513 3.59739
H -0.56651 3.62161 3.76733
H -0.68186 4.60595 2.27610
H 0.45409 2.53660 1.99809
C -1.96746 -2.11266 -1.35483
C -0.76627 -1.55393 -0.55664
C -0.86203 -1.85361 0.91656
C 0.57703 -1.79205 -1.18601
C 1.76650 -1.87535 -0.45031
C 2.98636 -2.04555 -1.08408
C 3.04725 -2.24239 -2.46760
C 1.87771 -2.14127 -3.21971
C 0.64569 -1.97622 -2.58321
H -2.16930 -1.47638 -2.23135
H -1.79644 -3.16080 -1.68420
H -2.93815 -2.12970 -0.80120
H -0.09735 -1.24792 1.39410
H -1.85389 -1.60401 1.34899
H -0.69313 -2.91449 1.11125
H 1.71390 -1.86749 0.63733
H 3.87912 -2.03022 -0.46638
H 4.00762 -2.35932 -2.93234
H 1.92077 -2.22065 -4.30935
H -0.26492 -2.05118 -3.18030

=====

51
Properties=species:S:1:pos:R:3 method="wB97M-V/def2-TZVPD" homo_energy_ev=-8.5 total_charge=0 homo_lumo_gap_ha=0.3065
Ag -0.18721 0.05679 0.09559
N 2.26920 0.12114 -1.00331
C 2.89479 0.31019 0.31700
C 4.42915 0.26009 0.33710
C 5.01267 -0.53543 1.50698
C 4.91777 0.14080 2.87534
N 3.56076 0.39835 3.35346
C 2.68571 -0.55560 3.67755
N 3.10297 -1.80256 3.93090
N 1.40410 -0.24061 3.79623
C 2.33030 1.67818 0.78344
O 2.86073 2.69095 0.32023
O 1.31162 1.63325 1.54764
H 2.65286 -0.68606 -1.48195
H 2.46684 0.93787 -1.57512
H 2.49004 -0.47704 0.95939
H 4.81628 1.28222 0.33889
H 4.77816 -0.19705 -0.59244
H 6.07732 -0.70294 1.32578
H 4.54554 -1.52556 1.54798
H 5.41886 1.10746 2.84407
H 5.44543 -0.44952 3.62910
H 3.13947 1.28245 3.10088
H 4.06638 -2.05357 3.80686
H 2.42716 -2.54930 3.98008
H 1.09915 0.53306 3.18642
H 0.73985 -1.00149 3.82559
Br -2.96964 -1.01397 -1.63086
C -2.91720 -2.60450 -0.54629
Br -2.01504 -4.06937 -1.41054
H -3.93721 -2.91217 -0.36209
H -2.37002 -2.36413 0.35777
Cl -0.64851 2.02458 -1.46739
C -0.36445 3.40470 -0.36623
Cl -1.72660 3.63396 0.73233
H -0.25716 4.28886 -0.98184
H 0.52519 3.19656 0.22058
N 2.69483 -8.29983 4.69038
C 2.23826 -7.36916 4.19373
C 1.67680 -6.19970 3.57473
C 0.81760 -5.37242 4.29377
C 0.28654 -4.24181 3.69799
C 0.60184 -3.90991 2.37346
C 1.46293 -4.75856 1.66088
C 1.99149 -5.88877 2.25084
C 0.11099 -2.71135 1.76952
C -0.29074 -1.65537 1.30159
H 0.56627 -5.62291 5.31582
H -0.39484 -3.60943 4.25309
H 1.70111 -4.51080 0.63542
H 2.65337 -6.53943 1.69490

=====

57
Properties=species:S:1:pos:R:3 method="wB97M-V/def2-TZVPD" s2=0.757 homo_energy_ev="-12.9 / -12.9" spin_multiplicity=2 total_charge=+1 homo_lumo_gap_ha="0.2493 / 0.2581"
Re 0.24034 -0.06197 -0.22361
C 0.68413 -2.86854 1.50531
O 0.19310 -1.53492 1.52732
C 0.01874 -0.93382 2.80186
C -1.21665 -0.04188 2.65435
O -1.08245 0.89612 1.58265
C -0.66151 2.20912 1.95045
C 0.84454 2.39179 1.77080
O 1.09433 2.05022 0.41651
C 2.29288 2.58317 -0.13159
H 0.12696 -3.47064 2.22530
H 1.75226 -2.90460 1.72780
H 0.49603 -3.25036 0.50107
H 0.91787 -0.37452 3.08731
H -0.18126 -1.70328 3.55352
H -1.44210 0.48061 3.58697
H -2.05604 -0.68426 2.36824
H -0.97243 2.43178 2.97493
H -1.17442 2.88699 1.25948
H 1.42940 1.75203 2.44307
H 1.10353 3.44130 1.95105
H 2.32566 3.66140 0.04108
H 2.24649 2.38541 -1.20109
H 3.17504 2.10863 0.30181
O -2.80145 -2.28649 0.60523
As -2.53514 -1.56070 -1.02962
O -3.22794 -2.60214 -2.00944
O -0.81888 -1.56855 -0.92527
C -3.24225 0.20926 -0.61229
C -4.25172 0.33499 0.33182
C -4.66429 1.60439 0.70817
C -4.08102 2.73117 0.14774
C -3.10193 2.59992 -0.82688
C -2.70528 1.32958 -1.19774
S -1.49359 1.09428 -2.48208
O -1.60111 -0.27537 -2.94002
O -1.58615 2.13522 -3.44196
O -0.17541 1.21624 -1.71264
H -3.12832 -3.18484 0.49145
H -4.70963 -0.55146 0.75268
H -5.44361 1.71991 1.44526
H -4.40105 3.71365 0.45756
H -2.65535 3.45360 -1.31234
O 5.79488 -1.98229 -1.63469
C 4.90983 -2.24534 -2.55327
O 5.16255 -2.80388 -3.58853
C 3.48553 -1.80858 -2.29896
C 2.42739 -2.01494 -3.18533
N 1.33245 -1.47054 -2.65267
N 1.61148 -0.92592 -1.46859
C 2.90872 -1.12165 -1.21862
C 3.42345 -0.67269 0.14039
O 4.61186 -0.78690 0.39490
O 2.51944 -0.22963 0.89816
H 5.46717 -1.51206 -0.81414
H 2.43554 -2.54095 -4.12059
H 0.37940 -1.44704 -3.02229

=====

53
Properties=species:S:1:pos:R:3 method="wB97M-V/def2-TZVPD" s2=3.769 homo_energy_ev="-14.9 / -14.9" spin_multiplicity=4 total_charge=+2 homo_lumo_gap_ha="0.3402 / 0.1831"
Pd 0.16854 0.53010 -1.28317
C 3.31102 0.98235 1.64679
C 2.84856 0.49189 0.42451
N 1.69964 1.07506 0.10617
N 1.37197 1.91595 1.11098
C 2.34580 1.87219 2.04950
B 0.04603 2.71952 1.02231
N -1.17219 1.76127 1.11967
C -2.21801 1.71406 1.97799
C -3.06558 0.70583 1.59097
C -2.46321 0.15855 0.45686
N -1.34014 0.80838 0.18305
N -0.01323 3.45734 -0.34193
C -0.04668 4.75988 -0.73195
C -0.08669 4.82793 -2.09854
C -0.06627 3.49436 -2.50642
N -0.01701 2.68891 -1.45847
N -0.01019 3.62464 2.31165
C -0.09578 4.88844 2.55650
C -0.07618 5.06836 4.00452
C 0.03077 3.76254 4.51987
N 0.06551 2.89185 3.54211
H 4.22034 0.72207 2.16241
H 3.30149 -0.22296 -0.24406
H 2.31694 2.47091 2.94555
H -2.31017 2.39314 2.80968
H -3.99007 0.40786 2.05723
H -2.80047 -0.64531 -0.17873
H -0.04338 5.58122 -0.04696
H -0.12283 5.71165 -2.71380
H -0.07815 3.09264 -3.50668
H -0.18275 5.64565 1.80028
H -0.15115 6.00315 4.54594
H 0.07610 3.44112 5.55043
C 0.10017 -5.81461 -0.21042
C -0.08732 -5.87615 -1.72369
C -1.52247 -5.55828 -2.13471
C 0.92298 -4.99044 -2.45581
N 0.60245 -3.55281 -2.34036
C -0.09416 -2.77216 -3.17301
N -0.13694 -1.56680 -2.66001
N 0.55323 -1.65237 -1.50474
N 1.00447 -2.83388 -1.29589
H -0.62388 -6.46262 0.28378
H -0.04711 -4.80106 0.17221
H 1.09904 -6.14402 0.08058
H 0.14627 -6.88787 -2.06283
H -1.83913 -4.57948 -1.76005
H -2.20349 -6.29627 -1.71224
H -1.65327 -5.57771 -3.22085
H 0.94439 -5.21917 -3.51906
H 1.92229 -5.11631 -2.04864
H -0.54008 -3.09853 -4.09852